The following is a DFT calculation (ωB97M-V/def2-TZVPD) of the molecule C31H41NO5 in a non-equilibrium geometry.

As for the highest occupied orbital energy: -0.2863 Eh. The value obtained for the energy above the lowest of the compared OMol25 structures with the same formula, charge and spin is 0.000 eV. As for the SMILES: CCCCCc1cc(=O)oc2c([C@@H](CCN3CCCCC3)c3ccc(OC)cc3)c(OC)cc(OC)c12. The charge is 0. The value obtained for the frontier orbital gap is 8.24 eV.

```
78
C31H41NO5 (ωB97M-V/def2-TZVPD)
C 7.43647 2.14963 4.79599
C 6.24933 2.17354 3.84094
C 5.05576 1.40280 4.39972
C 3.86494 1.42226 3.44651
C 2.67648 0.63916 4.01831
C 1.52359 0.65067 3.06083
C 0.54661 1.57067 3.25392
C -0.59866 1.69499 2.39220
O -1.49919 2.49328 2.51037
O -0.66507 0.80966 1.35517
C 0.28229 -0.11725 1.10758
C 0.04668 -0.92652 -0.00595
C -1.17591 -0.75220 -0.88202
C -2.48445 -0.98071 -0.11709
C -3.66324 -1.03330 -1.09442
N -3.47589 -2.10946 -2.05289
C -3.82269 -1.79104 -3.42156
C -5.33509 -1.76715 -3.67562
C -5.93310 -3.11856 -3.29203
C -5.57643 -3.44547 -1.84408
C -4.05455 -3.37585 -1.65281
C -1.08382 0.57576 -1.60306
C -1.71563 1.73501 -1.18241
C -1.57433 2.92569 -1.87813
C -0.78674 2.97968 -3.01977
O -0.57751 4.09600 -3.78079
C -1.19467 5.29562 -3.38608
C -0.14684 1.81780 -3.45147
C -0.29739 0.64125 -2.75093
C 0.99809 -1.89872 -0.31775
O 0.75365 -2.66247 -1.41225
C 1.66411 -3.67148 -1.77370
C 2.13434 -2.04956 0.47583
C 2.35789 -1.24876 1.58107
O 3.46450 -1.38453 2.35753
C 4.44499 -2.33378 2.01766
C 1.42256 -0.24514 1.93222
H 7.75854 1.12677 4.98018
H 7.16774 2.59927 5.74937
H 8.27476 2.70356 4.38002
H 6.54389 1.73735 2.88355
H 5.95453 3.20862 3.65470
H 5.35013 0.36713 4.58533
H 4.76211 1.83940 5.35727
H 3.55619 2.45425 3.26445
H 4.15813 0.98803 2.49023
H 2.36267 1.11238 4.95093
H 2.98557 -0.38082 4.23552
H 0.58314 2.25952 4.08302
H -1.13479 -1.53692 -1.64224
H -2.40676 -1.93337 0.41108
H -2.65914 -0.20101 0.62087
H -4.59654 -1.13789 -0.52308
H -3.70761 -0.08496 -1.63337
H -3.37175 -0.82973 -3.67906
H -3.36828 -2.55831 -4.05904
H -5.79121 -0.97867 -3.07262
H -5.53103 -1.54715 -4.72650
H -7.01802 -3.10661 -3.42145
H -5.52482 -3.89186 -3.94836
H -6.06288 -2.72708 -1.18033
H -5.93345 -4.44198 -1.57763
H -3.79683 -3.56063 -0.60783
H -3.58423 -4.15729 -2.26020
H -2.32548 1.73846 -0.29418
H -2.08353 3.80220 -1.50934
H -0.88874 6.04073 -4.11928
H -2.28638 5.20875 -3.39388
H -0.86411 5.61072 -2.39085
H 0.46095 1.86630 -4.34172
H 0.20154 -0.25192 -3.09898
H 2.64912 -3.26056 -2.01823
H 1.24156 -4.13725 -2.66267
H 1.76592 -4.42685 -0.98785
H 2.85517 -2.80651 0.22086
H 4.05431 -3.35547 2.06008
H 4.86781 -2.14243 1.02641
H 5.22750 -2.21997 2.76674
```

The following is a DFT calculation (ωB97M-V/def2-TZVPD) of a structure of composition C31H42BrN3P2Ti in a non-equilibrium geometry.

Its expectation value of S² is 2.051. As for the spin multiplicity: 3. As for the highest occupied orbital energy (alpha / beta): -0.4745 / -0.5201 Eh. The value obtained for the energy above the lowest of the compared OMol25 structures with the same formula, charge and spin is 0.000 eV. The charge is +2. The value obtained for the frontier orbital gap (alpha / beta) is 6.21 / 6.43 eV.

```
80
C31H42BrN3P2Ti (ωB97M-V/def2-TZVPD)
C -4.12088 0.65978 -3.47262
C -2.94341 -0.09828 -3.57323
C -2.32654 -0.15162 -4.83912
C -2.74590 0.74631 -5.83520
N -3.76560 1.60860 -5.66749
C -4.46055 1.52815 -4.52026
C -2.43119 -0.79936 -2.42685
C -2.03156 -1.29629 -1.37940
C -1.45014 -2.15227 -0.39797
C -0.73683 -1.89842 0.83972
C 0.48157 -2.73576 1.04348
C 0.27712 -4.07887 0.72457
C -0.80383 -4.50165 -0.04540
C -1.60350 -3.51018 -0.68607
Ti 0.82726 -0.77079 1.36691
P 0.08763 1.34929 -0.32830
H -1.51774 -0.83298 -5.03613
H -4.71542 0.63290 -2.56696
H -2.22503 0.76845 -6.79753
H -5.32475 2.18544 -4.39854
H -2.30426 -3.84322 -1.42588
H -1.41263 -2.09920 1.68911
H -1.01085 -5.54764 -0.23678
H 1.40364 -2.43062 1.67297
C 1.17406 2.67416 0.40376
C 1.55877 3.89920 -0.43513
H 2.08933 2.17670 0.76665
H 0.63865 3.00927 1.30801
H 2.25568 4.49911 0.16905
H 2.06815 3.64634 -1.37644
H 0.69634 4.54453 -0.65018
C 0.43416 1.40673 -2.14613
C -0.29592 2.43729 -3.02847
H 0.18655 0.40128 -2.52337
H 1.51994 1.53807 -2.28836
H -0.05219 2.24913 -4.08688
H -1.39148 2.36560 -2.95144
H 0.01609 3.47258 -2.81855
C -1.59213 2.10409 -0.17149
C -1.72828 3.62674 -0.29334
H -1.96901 1.80497 0.81513
H -2.23858 1.59467 -0.89756
H -2.77241 3.92365 -0.12158
H -1.12122 4.16923 0.44097
H -1.47583 3.98752 -1.29644
Br 1.64485 -5.24481 1.47286
P 2.66242 -1.15456 -0.26323
C 3.48771 0.19547 -1.14729
C 5.01881 0.16739 -1.07458
H 3.10336 1.12884 -0.69369
H 3.14528 0.17863 -2.19635
H 5.41349 1.05937 -1.58702
H 5.38471 0.19652 -0.03768
H 5.44565 -0.72073 -1.56967
C 3.72018 -1.63865 1.18335
C 4.72267 -2.75393 0.88898
H 3.10124 -1.99157 2.03196
H 4.23828 -0.73944 1.55293
H 5.26134 -3.00140 1.81102
H 4.24840 -3.68230 0.56303
H 5.47013 -2.46165 0.14881
C 2.44712 -2.58760 -1.39562
C 3.60261 -2.87428 -2.34156
H 1.53721 -2.34825 -1.96942
H 2.20403 -3.48037 -0.80068
H 3.35391 -3.73668 -2.97090
H 3.79196 -2.02746 -3.00487
H 4.52630 -3.12199 -1.80844
N 0.52528 3.53281 5.67788
C -0.03842 2.69032 5.09032
C -0.74354 1.68367 4.33233
C -2.02642 1.23585 4.66738
C -2.65488 0.31458 3.84284
C -2.00666 -0.08914 2.67711
N -0.69235 0.14444 2.53157
C -0.07873 1.14516 3.23501
H -2.46602 1.60731 5.58568
H -3.59898 -0.14985 4.11585
H -2.51183 -0.69013 1.92201
H 0.93322 1.45243 2.88500
```

The following is a DFT calculation (ωB97M-V/def2-TZVPD) of a structure of composition C31H42CrN3P in a non-equilibrium geometry.

Its expectation value of S² is 6.256. As for the spin multiplicity: 5. As for the highest occupied orbital energy (alpha / beta): 0.0509 / 0.0670 Eh. The charge is -2. The value obtained for the frontier orbital gap (alpha / beta) is 2.86 / 2.42 eV.

```
78
C31H42CrN3P (ωB97M-V/def2-TZVPD)
Cr -0.11580 0.08815 -0.01047
N 0.23648 -3.36704 3.69033
N -1.11018 -2.89437 -2.23841
C 0.69809 1.96038 -0.71277
C 1.77115 1.05034 -0.37838
C 1.68639 0.77007 1.03082
C 2.57772 -0.08010 1.86466
H 3.43529 -0.40448 1.26762
H 1.92940 -0.99701 2.38549
H 2.95819 0.50812 2.70549
C 0.55258 1.46594 1.54550
C 0.18486 1.52310 2.98353
H 0.63343 2.39986 3.47888
H 0.53652 0.61537 3.48318
H -0.90190 1.58991 3.12698
C -0.05061 2.21669 0.48375
C -1.00678 3.34802 0.68105
H -1.66331 3.17606 1.54177
H -1.63475 3.52018 -0.19984
H -0.46841 4.28945 0.87526
C 2.83777 0.57801 -1.29989
H 3.69197 1.27240 -1.28705
H 2.47829 0.49777 -2.33548
H 3.19572 -0.41060 -0.98181
C 0.61323 2.77885 -1.95493
H -0.41693 3.06931 -2.19914
H 1.01879 2.23171 -2.81103
H 1.20074 3.70341 -1.84330
C -0.45237 -4.41817 4.09537
H -0.12809 -4.96480 4.97719
C -1.60478 -4.87885 3.37811
H -2.13822 -5.74335 3.78805
C -1.99873 -4.27698 2.22891
H -2.76433 -4.72658 1.56024
C -1.36281 -3.00259 1.77945
H -1.06625 -3.06394 0.70743
C -0.10331 -2.63317 2.64325
C 0.55096 -1.43253 2.24536
H 0.67184 -1.53418 1.12432
C -0.98545 -1.58099 -2.21534
C -0.19563 -3.39726 -3.14453
H 0.22149 -4.39490 -3.10684
C 0.10960 -2.40052 -4.03455
H 0.44156 -2.52190 -5.04676
N -0.40537 -1.21954 -3.46404
C -0.46969 0.03552 -4.10556
C 0.55280 0.38166 -5.00934
C 0.36354 1.50015 -5.83122
H 1.13192 1.76874 -6.56959
C -0.77321 2.29992 -5.73372
C -0.99006 3.48282 -6.65292
H -1.54215 4.28869 -6.14475
H -1.57144 3.20394 -7.54970
H -0.02686 3.88713 -7.00245
C -1.73055 1.97616 -4.76146
H -2.60590 2.61759 -4.65101
C -1.60734 0.83799 -3.95213
C -2.67961 0.54918 -2.97146
H -2.84957 -0.51973 -2.83376
H -3.61389 1.01255 -3.30107
H -2.44835 0.98438 -1.98972
C 1.84883 -0.34618 -5.05902
H 1.75575 -1.37055 -5.42292
H 2.32720 -0.37596 -4.07392
H 2.52804 0.16453 -5.75241
C -2.44789 -0.94912 3.37627
P -2.74047 -1.71732 1.77754
C -4.42178 -2.37046 1.74618
C -2.54985 -0.49565 0.45818
H -2.60797 -1.70610 4.15776
H -1.40374 -0.61734 3.40435
H -3.11764 -0.08981 3.51068
H -4.43926 -3.44367 1.97207
H -5.01328 -1.84376 2.50910
H -4.89337 -2.20098 0.76713
H -3.54125 -0.14718 0.13858
H -2.05239 0.40585 0.88696
H -2.03250 -0.91244 -0.45239
```

Q: Look up the charge of the first one.
A: 0